144
Properties=species:S:1:pos:R:3:mulliken_charge:R:1 method="wB97M-V/def2-TZVPD" spin_multiplicity=1 total_energy_ev=-79613.3411
C 5.490 -0.752 -3.356 -0.628
O 4.924 -0.199 -4.543 -0.432
C 3.925 -1.044 -5.098 -0.384
C 2.505 -0.765 -4.552 -0.551
C 2.218 0.766 -4.444 -0.571
C 0.897 1.117 -5.173 -1.063
C -0.382 0.551 -4.458 -0.470
C -1.320 1.676 -3.905 -0.749
C -2.684 1.776 -4.676 -0.916
C -3.887 1.364 -3.790 -0.708
C -5.244 1.991 -4.240 -0.547
C -6.391 0.965 -3.907 -0.816
C -7.720 1.654 -3.496 -0.443
C -8.553 0.838 -2.420 -1.515
C -9.998 0.790 -2.916 0.054
C -10.423 -0.150 -3.818 0.938
C -9.378 -1.163 -4.294 -1.550
C -11.796 -0.181 -4.336 0.221
S -12.233 -1.428 -5.547 -0.275
C -12.735 0.718 -3.941 0.489
C -14.161 0.789 -4.452 -1.573
B -15.028 -0.528 -4.196 0.787
O -16.027 -0.829 -5.119 -0.539
O -14.862 -1.395 -3.136 -0.550
C -12.317 1.698 -2.980 0.522
N -13.055 2.683 -2.448 -0.676
S -12.114 3.521 -1.441 0.093
N -10.689 2.717 -1.579 -0.639
C -10.970 1.754 -2.451 0.699
H 4.946 -1.645 -3.004 0.286
H 5.480 0.003 -2.551 0.169
H 6.525 -1.059 -3.584 0.305
H 3.888 -0.842 -6.185 0.366
H 4.227 -2.102 -4.998 0.181
H 2.303 -1.285 -3.602 0.250
H 1.782 -1.164 -5.285 0.425
H 3.021 1.298 -4.983 0.343
H 2.233 1.133 -3.406 0.276
H 0.963 0.646 -6.172 0.353
H 0.826 2.203 -5.344 0.484
H -0.905 -0.050 -5.220 0.352
H -0.080 -0.131 -3.645 0.263
H -0.794 2.641 -3.997 0.454
H -1.476 1.504 -2.828 0.392
H -2.634 1.067 -5.520 0.347
H -2.779 2.787 -5.100 0.440
H -3.731 1.614 -2.728 0.340
H -4.005 0.271 -3.885 0.290
H -5.194 2.190 -5.324 0.361
H -5.429 2.956 -3.739 0.397
H -6.529 0.391 -4.838 0.238
H -5.998 0.336 -3.093 0.364
H -8.336 1.739 -4.409 0.292
H -7.562 2.687 -3.145 0.512
H -8.111 -0.162 -2.350 0.518
H -8.478 1.370 -1.463 0.488
H -8.395 -0.699 -4.412 -0.010
H -9.294 -1.998 -3.577 0.320
H -9.663 -1.609 -5.256 0.509
H -12.255 -0.812 -6.758 0.172
H -14.144 1.064 -5.521 0.343
H -14.667 1.618 -3.919 0.369
H -16.155 -0.026 -5.642 0.312
H -14.767 -2.291 -3.491 0.288
C 4.747 -1.064 1.165 -1.063
C 4.167 0.259 1.657 -0.123
C 4.787 1.480 0.979 -0.546
C 6.287 1.665 1.216 -0.732
C 6.702 1.768 2.682 -0.415
C 6.101 2.973 3.398 -1.027
H 5.812 -1.145 1.386 0.290
H 4.244 -1.901 1.653 0.395
H 4.608 -1.169 0.087 0.141
H 4.280 0.327 2.743 0.016
H 3.092 0.263 1.460 0.381
H 4.252 2.375 1.310 0.322
H 4.613 1.413 -0.101 0.235
H 6.610 2.570 0.691 0.404
H 6.835 0.839 0.752 0.290
H 7.792 1.844 2.728 0.372
H 6.437 0.852 3.219 0.177
H 6.387 3.903 2.902 0.434
H 6.459 3.016 4.429 0.231
H 5.011 2.921 3.429 0.237
C 4.354 3.734 10.213 -0.910
C 5.515 3.270 9.339 -0.549
C 5.286 3.518 7.848 -0.521
C 4.094 2.775 7.243 -0.690
C 4.130 1.256 7.397 0.193
C 5.316 0.606 6.693 -1.292
H 3.435 3.190 9.988 -0.018
H 4.584 3.569 11.268 0.391
H 4.165 4.801 10.074 0.311
H 5.712 2.211 9.524 0.244
H 6.417 3.807 9.643 0.404
H 6.197 3.252 7.303 0.190
H 5.144 4.591 7.683 0.397
H 4.037 3.023 6.178 0.303
H 3.167 3.151 7.687 0.331
H 3.208 0.845 6.977 0.245
H 4.134 0.979 8.455 0.091
H 5.307 0.838 5.624 0.075
H 5.273 -0.480 6.802 0.450
H 6.267 0.942 7.110 0.334
C 6.446 -4.602 -4.132 -0.987
C 7.465 -4.309 -5.228 -0.493
C 6.827 -3.851 -6.539 -0.458
C 5.906 -4.873 -7.207 -0.629
C 6.553 -6.219 -7.528 -0.456
C 7.706 -6.115 -8.520 -1.200
H 5.780 -5.422 -4.407 0.297
H 6.955 -4.887 -3.209 0.400
H 5.838 -3.719 -3.923 0.073
H 8.089 -5.191 -5.393 0.306
H 8.137 -3.520 -4.877 0.358
H 7.622 -3.566 -7.235 0.365
H 6.253 -2.936 -6.354 0.164
H 5.520 -4.435 -8.133 0.403
H 5.032 -5.046 -6.572 0.294
H 5.788 -6.877 -7.950 0.373
H 6.901 -6.703 -6.611 0.238
H 7.371 -5.670 -9.460 0.292
H 8.108 -7.105 -8.742 0.379
H 8.524 -5.509 -8.127 0.286
C -0.948 -2.478 8.724 -1.182
C -1.527 -1.153 9.212 -0.419
C -0.902 0.066 8.537 -0.931
C 0.597 0.249 8.781 -0.166
C 1.012 0.352 10.248 -0.506
C 0.413 1.560 10.961 -1.288
H 0.116 -2.561 8.949 0.276
H -1.453 -3.315 9.209 0.383
H -1.081 -2.585 7.645 0.292
H -1.419 -1.085 10.299 0.242
H -2.601 -1.147 9.011 0.376
H -1.436 0.963 8.865 0.343
H -1.070 -0.001 7.457 0.394
H 0.925 1.153 8.256 0.146
H 1.145 -0.579 8.320 0.372
H 2.102 0.426 10.294 0.272
H 0.744 -0.561 10.786 0.378
H 0.702 2.489 10.463 0.267
H 0.769 1.607 11.992 0.368
H -0.677 1.512 10.992 0.378

99
Properties=species:S:1:pos:R:3:mulliken_charge:R:1 method="wB97M-V/def2-TZVPD" total_charge=+2 spin_multiplicity=1 total_energy_ev=-200481.0017
Hf -0.076 0.821 -0.361 -0.270
N -1.285 -0.401 -3.934 0.322
C -2.053 0.597 -3.378 0.668
C -3.186 0.970 -4.120 -1.273
C -4.014 1.963 -3.663 -0.690
C -3.683 2.602 -2.470 -1.150
C -2.558 2.192 -1.809 -0.237
N -1.737 1.193 -2.222 0.319
C -0.262 -1.211 -3.476 0.236
C 0.066 -2.304 -4.291 -1.117
C 1.015 -3.202 -3.871 -1.023
C 1.630 -2.982 -2.642 -1.207
C 1.259 -1.878 -1.916 0.061
N 0.335 -0.981 -2.310 1.065
H -1.656 -0.719 -4.813 0.219
H -3.399 0.459 -5.049 0.534
H -4.894 2.245 -4.225 0.463
H -4.284 3.406 -2.072 0.562
H -2.261 2.705 -0.907 0.256
H -0.463 -2.448 -5.225 0.580
H 1.250 -4.071 -4.470 0.490
H 2.363 -3.670 -2.244 0.595
H 1.686 -1.721 -0.938 0.146
Se 2.837 0.630 -0.106 0.387
Se 4.682 -0.626 0.468 -0.115
C 3.898 -2.338 0.961 0.299
C 4.717 -3.285 1.561 -0.735
C 4.148 -4.496 1.917 -0.428
C 2.811 -4.724 1.622 -0.912
C 2.092 -3.719 1.002 -0.395
N 2.621 -2.530 0.699 0.075
C 2.885 0.746 -2.021 0.752
C 3.972 0.529 -2.846 -0.485
C 3.841 0.859 -4.186 -0.579
C 2.646 1.410 -4.633 -1.091
C 1.613 1.573 -3.730 -0.485
N 1.716 1.229 -2.445 0.293
H 5.763 -3.071 1.739 0.455
H 4.740 -5.254 2.411 0.417
H 2.336 -5.663 1.870 0.489
H 1.052 -3.857 0.733 0.547
H 4.891 0.125 -2.444 0.417
H 4.666 0.709 -4.869 0.463
H 2.520 1.713 -5.662 0.488
H 0.663 2.004 -4.028 0.565
I -2.287 1.797 1.805 0.488
C -1.855 3.827 1.332 0.548
C -2.642 4.755 1.956 -0.873
C -2.397 6.123 1.762 -0.830
C -1.345 6.501 0.982 -0.808
C -0.520 5.545 0.346 0.650
C 0.593 5.989 -0.403 -1.013
C 1.424 5.083 -0.979 -1.575
C 1.132 3.707 -0.886 -0.364
C 0.046 3.170 -0.214 1.861
C -0.772 4.141 0.474 0.166
H -3.448 4.436 2.603 0.466
H -3.030 6.855 2.245 0.436
H -1.107 7.549 0.849 0.431
H 0.776 7.053 -0.492 0.405
H 2.302 5.400 -1.527 0.506
H 1.830 3.069 -1.393 0.569
C -3.025 -6.044 -0.065 -0.502
C -3.174 -5.331 -1.245 -0.809
C -2.732 -4.022 -1.322 -0.559
C -2.149 -3.378 -0.224 0.547
C -2.002 -4.117 0.957 0.450
C -2.433 -5.431 1.031 -1.220
C -1.646 -2.011 -0.457 -0.485
C -1.151 -1.066 0.378 1.814
C -1.438 -1.205 1.835 -0.398
C -2.775 -1.278 2.256 -0.204
C -3.098 -1.436 3.593 -0.950
C -2.093 -1.515 4.548 -0.877
C -0.768 -1.412 4.151 -1.045
C -0.446 -1.236 2.812 0.930
H -3.362 -7.070 0.001 0.429
H -3.631 -5.798 -2.107 0.422
H -2.846 -3.481 -2.256 0.418
H -1.550 -3.675 1.833 0.553
H -2.302 -5.979 1.955 0.455
H -1.660 -1.795 -1.518 -0.307
H -3.564 -1.242 1.513 0.476
H -4.138 -1.526 3.881 0.520
H -2.338 -1.649 5.594 0.432
H 0.021 -1.497 4.888 0.527
H 0.588 -1.160 2.506 0.221
C 1.605 3.071 4.940 -0.953
N 1.608 2.009 3.945 0.356
C 2.194 0.744 4.361 -0.721
C 1.099 2.185 2.746 -0.106
O 1.041 1.323 1.850 -0.179
H 2.601 3.170 5.369 0.330
H 0.902 2.831 5.739 0.351
H 1.317 4.018 4.489 0.313
H 3.256 0.874 4.570 0.363
H 2.068 0.014 3.568 0.035
H 1.700 0.388 5.265 0.333
H 0.720 3.196 2.556 0.010

69
Properties=species:S:1:pos:R:3:nbo_charge:R:1 method="wB97M-V/def2-TZVPD" e_above_lowest_ev=0.113 total_charge=+1 spin_multiplicity=1 total_energy_ev=-53158.9984
C -0.108 1.408 -3.182 -0.700
C 1.362 1.282 -3.180 0.478
N 2.061 1.051 -2.122 -0.515
C 3.420 0.918 -2.457 -0.249
C 3.559 1.170 -3.971 -0.234
N 2.161 1.383 -4.348 -0.469
C 1.701 1.695 -5.636 0.703
C 2.659 1.798 -6.770 -0.714
O 0.523 1.890 -5.855 -0.593
H -0.475 1.618 -4.187 0.291
H -0.573 0.485 -2.839 0.233
H -0.431 2.215 -2.526 0.232
H 4.013 1.632 -1.865 0.199
H 3.749 -0.097 -2.187 0.204
H 4.148 2.064 -4.202 0.205
H 3.974 0.314 -4.515 0.211
H 3.689 1.638 -6.457 0.214
H 2.409 1.064 -7.535 0.258
H 2.585 2.786 -7.225 0.257
C -3.418 -2.208 4.080 -0.420
N -2.298 -1.891 3.216 -0.453
C -1.452 -2.897 2.808 0.680
O -1.510 -4.059 3.142 -0.576
C -0.443 -2.277 1.865 -0.132
C -0.639 -2.805 0.444 -0.414
C -0.455 -4.275 0.329 -0.155
C -1.554 -5.128 0.348 0.359
F -2.805 -4.628 0.310 -0.300
C -1.366 -6.502 0.312 0.322
F -2.426 -7.326 0.324 -0.284
C -0.087 -7.025 0.215 0.287
F 0.088 -8.352 0.107 -0.272
C 1.008 -6.178 0.169 0.277
F 2.238 -6.682 -0.023 -0.279
C 0.826 -4.804 0.240 0.349
F 1.893 -3.985 0.173 -0.304
N -0.664 -0.802 1.937 -0.324
C 0.133 0.107 1.309 0.234
C -0.045 1.467 1.410 -0.373
C 0.712 2.436 0.790 0.035
C 0.487 3.832 0.964 -0.075
C 1.319 4.769 0.327 -0.137
C 1.098 6.119 0.460 -0.218
C 0.044 6.581 1.226 -0.132
C -0.784 5.685 1.872 -0.200
C -0.569 4.333 1.753 -0.165
C -1.866 -0.520 2.805 0.332
C -2.971 0.156 2.000 -0.639
C -1.459 0.255 4.056 -0.641
H -3.507 -3.292 4.151 0.264
H -3.258 -1.798 5.074 0.205
H -4.341 -1.810 3.665 0.209
H 0.572 -2.506 2.221 0.244
H -1.651 -2.542 0.120 0.239
H 0.058 -2.308 -0.238 0.235
H 0.940 -0.270 0.710 0.242
H -0.849 1.809 2.025 0.210
H 1.478 2.122 0.103 0.248
H 2.140 4.413 -0.270 0.221
H 1.742 6.823 -0.040 0.234
H -0.135 7.640 1.317 0.233
H -1.606 6.052 2.464 0.230
H -1.228 3.659 2.266 0.204
H -3.273 -0.484 1.173 0.234
H -3.843 0.346 2.621 0.239
H -2.650 1.105 1.576 0.222
H -0.736 -0.324 4.628 0.235
H -0.997 1.211 3.828 0.220
H -2.319 0.446 4.695 0.239

50
Properties=species:S:1:pos:R:3:nbo_charge:R:1 method="wB97M-V/def2-TZVPD" e_above_lowest_ev=0.000 spin_multiplicity=1 total_energy_ev=-29351.1179
O -2.061 3.579 3.130 -0.551
O -0.030 1.897 -2.104 -0.539
O 2.053 1.849 2.930 -0.533
O -0.017 2.642 3.485 -0.464
C -1.084 2.935 2.750 0.785
C 0.918 1.189 -1.805 0.458
C 0.881 2.054 2.649 0.800
C 1.154 -3.183 -3.818 -0.405
C 1.104 -2.284 -2.827 0.037
C -2.605 0.535 1.290 -0.416
C 0.792 -3.073 -0.521 -0.396
C -0.674 3.797 0.450 -0.595
C -2.237 1.892 0.691 -0.399
C 0.321 -1.002 -2.844 -0.453
C 2.129 -0.985 -1.301 -0.420
C -0.467 -2.174 -0.290 -0.420
C 0.946 -0.838 2.042 -0.622
C -1.448 -0.229 1.954 -0.413
C 1.815 -2.469 -1.531 -0.254
C -0.954 2.512 1.275 -0.148
C 0.766 -0.324 -1.489 -0.121
C 0.260 1.539 1.329 -0.337
C -0.244 -0.605 -0.310 -0.212
C -0.094 -0.037 1.186 0.047
H 1.893 1.542 -1.849 0.120
H 1.756 -4.063 -3.712 0.196
H 0.581 -3.083 -4.727 0.197
H -3.014 -0.080 0.468 0.205
H -3.413 0.677 2.013 0.218
H 1.247 -3.271 0.446 0.205
H 0.515 -4.075 -0.914 0.220
H -0.762 3.658 -0.636 0.245
H 0.349 4.165 0.648 0.202
H -1.311 4.555 0.778 0.226
H -3.075 2.523 0.890 0.234
H -2.168 1.862 -0.392 0.225
H -0.748 -1.143 -2.911 0.234
H 0.663 -0.400 -3.722 0.236
H 2.855 -0.663 -2.046 0.214
H 2.504 -0.799 -0.328 0.213
H -1.165 -2.360 -1.131 0.211
H -0.991 -2.533 0.595 0.219
H 0.873 -0.497 3.102 0.216
H 1.974 -0.697 1.703 0.216
H 0.721 -1.852 2.068 0.206
H -1.340 0.146 2.980 0.203
H -1.697 -1.281 2.087 0.217
H 2.707 -3.098 -1.618 0.225
H 1.020 1.744 0.635 0.233
H -1.198 -0.194 -0.747 0.231

12
Properties=species:S:1:pos:R:3:nbo_charge:R:1 method="wB97M-V/def2-TZVPD" e_above_lowest_ev=1.815 spin_multiplicity=1 total_energy_ev=-7223.7757
C 2.066 0.050 -0.089 -0.534
C 0.749 0.039 0.069 0.165
C -0.303 1.141 0.038 -0.291
C -1.314 -0.712 -0.079 0.254
H 2.535 1.081 -0.299 0.209
H 2.728 -0.839 0.138 0.208
H 0.012 1.983 -0.736 0.220
H -0.124 1.713 1.005 0.216
H -2.106 -1.422 -0.254 0.198
H 0.466 -1.988 -0.027 0.416
N -1.556 0.593 -0.020 -0.454
N 0.027 -1.112 0.096 -0.606

16
Properties=species:S:1:pos:R:3:nbo_charge:R:1 method="wB97M-V/def2-TZVPD" e_above_lowest_ev=2.268 total_charge=+1 spin_multiplicity=1 total_energy_ev=-6261.3134
C -0.201 -2.106 -0.695 -0.434
C 0.696 2.155 0.131 -0.425
C -0.753 0.163 0.270 -0.086
N -0.584 -1.404 0.530 -0.628
N 0.685 0.734 0.426 -0.509
H 0.789 -1.763 -1.159 0.169
H -0.052 -3.185 -0.615 0.256
H -0.849 -1.669 -1.409 0.183
H 1.759 2.512 0.425 0.252
H 0.430 2.338 -0.875 0.237
H -0.083 2.560 0.800 0.232
H -1.478 0.511 1.064 0.256
H -1.001 0.304 -0.829 0.209
H -1.391 -1.876 0.824 0.389
H 0.789 0.557 1.383 0.445
H 1.243 0.168 -0.271 0.454

| no. | frontier orbital gap (eV) |
| --- | --- |
| 1 | 8.0 |
| 2 | 6.5 |
| 3 | 6.5 |
| 4 | 10.1 |
| 5 | 8.9 |
| 6 | 10.5 |